# 1
The following is a quantum chemistry calculation of the molecule C9H12N2OS, from the Open Molecules 2025 dataset.

```
! wB97M-V def2-TZVPD RIJCOSX def2/J DEFGRID3
* xyz 0 1
H -0.16 2.48 0.06
N -1.26 -0.39 1.50
C -1.96 -1.42 0.99
H 1.68 1.01 1.16
C 0.47 -0.72 -0.15
H -2.81 -1.68 1.53
C 0.64 1.11 1.49
H 1.47 -0.47 -0.43
H 0.60 3.83 2.61
C -0.10 2.36 1.10
C 0.24 -2.52 -2.03
H 0.10 -2.06 -4.08
O 2.68 -3.30 -2.56
C -0.16 -1.85 -0.71
H -2.04 -2.92 -0.61
S 1.49 -3.69 -1.88
C -0.15 0.00 0.84
H 0.49 0.99 2.55
C -1.48 -2.10 -0.18
N -0.32 -1.87 -3.17
C 0.63 3.64 1.52
H 1.62 3.57 1.07
H -0.75 -0.95 -3.06
H 0.23 4.57 0.99
H -1.15 2.40 1.46
*
```

## Properties
* HOMO level: -7.7 eV
* energy relative to the best compared isomer or geometry (same formula, charge and spin): 3.234 eV
* orbital gap: 7.060 eV
* LUMO level: -0.688 eV

=====

# 2
The following is a quantum chemistry calculation of the molecule C4H6N2OS2, from the Open Molecules 2025 dataset.

```
! wB97M-V def2-TZVPD RIJCOSX def2/J DEFGRID3
* xyz 0 1
N 0.47 -0.02 -2.19
H 0.61 0.78 -2.74
H -0.22 -0.63 -2.57
S 1.51 -0.19 -0.88
S 0.55 0.31 1.97
C -1.14 0.32 2.36
H -3.05 0.09 1.66
H -1.77 0.30 -0.92
O 2.42 0.96 -1.00
C 0.34 0.35 0.33
N 2.04 -1.55 -0.38
H 3.09 -1.58 -0.49
C -1.99 0.15 1.32
H -1.36 0.55 3.46
C -1.51 0.16 0.06
*
```

## Properties
* HOMO level (alpha / beta): -8.3 / -8.3 eV
* energy relative to the best compared isomer or geometry (same formula, charge and spin): 5.011 eV
* orbital gap (alpha / beta): 7.992 / 7.993 eV
* structure (SMILES): N=[S@](N)(=O)c1cccs1
* LUMO level (alpha / beta): -0.319 / -0.318 eV

=====

# 3
The following is a quantum chemistry calculation of a cluster of 2 separate species, C3H6S in total, from the Open Molecules 2025 dataset.

```
! wB97M-V def2-TZVPD RIJCOSX def2/J DEFGRID3
* xyz 0 1
H 0.33 -2.93 -2.13
S 0.25 -0.81 -2.04
H -0.94 -0.15 0.61
H 0.95 0.85 0.22
H 0.66 2.30 1.40
C 0.41 1.30 1.03
H 0.31 -0.06 -0.86
C -0.77 0.72 1.17
C 0.30 -2.27 -1.27
H -1.50 1.06 1.87
*
```

## Properties
* HOMO level: -9.1 eV
* energy relative to the best compared isomer or geometry (same formula, charge and spin): 3.780 eV
* orbital gap: 8.971 eV
* LUMO level: -0.125 eV

=====

# 4
The following is a quantum chemistry calculation of a cluster of 2 separate species, C2H6N3S in total, from the Open Molecules 2025 dataset.

```
! wB97M-V def2-TZVPD RIJCOSX def2/J DEFGRID3
* xyz 1 1
H -2.75 0.67 0.89
N -0.07 0.17 -0.80
H 2.38 0.37 -0.42
N -1.72 0.45 0.63
H 2.49 -0.64 1.01
H -1.97 1.12 -1.26
S -0.63 -0.35 1.75
H 0.75 -2.13 0.03
C 0.64 -0.52 0.21
H 0.19 0.22 -1.88
C -1.29 0.69 -0.54
N 1.97 -0.06 0.37
*
```

## Properties
* HOMO level: -13.1 eV
* energy relative to the best compared isomer or geometry (same formula, charge and spin): 3.089 eV
* orbital gap: 9.079 eV
* LUMO level: -4.014 eV

=====

# 5
The following is a quantum chemistry calculation of the molecule C8H8BrOP, from the Open Molecules 2025 dataset.

```
! wB97M-V def2-TZVPD RIJCOSX def2/J DEFGRID3
* xyz 0 1
C -0.81 -1.42 0.60
C -0.69 -0.06 0.08
Br -2.72 -2.25 0.35
C -0.03 2.60 -0.31
H 0.20 3.74 -0.42
O -0.10 -3.99 0.29
H 1.80 -1.42 -1.01
C -1.65 0.95 0.32
H 0.11 -3.82 1.19
C 1.93 -0.53 -0.24
H -2.54 0.71 0.72
H 2.16 -1.03 0.67
H -2.01 2.96 0.29
C 0.96 1.66 -0.43
C -1.31 2.26 0.09
C 0.64 0.33 -0.33
H 2.65 0.07 -0.64
H 1.93 1.97 -0.61
P -0.52 -2.74 -0.61
*
```

## Properties
* HOMO level: -7.5 eV
* energy relative to the best compared isomer or geometry (same formula, charge and spin): 0.490 eV
* orbital gap: 6.843 eV
* LUMO level: -0.614 eV

=====

# 6
The following is a quantum chemistry calculation of a structure of composition C25H28F5InO2, from the Open Molecules 2025 dataset.

```
! wB97M-V def2-TZVPD RIJCOSX def2/J DEFGRID3
* xyz 0 1
H -2.65 0.61 -2.99
C 3.53 3.76 -1.83
C -0.52 -2.35 -0.54
C 0.98 -2.63 -2.40
H -2.33 2.17 1.06
H 1.06 6.02 -3.61
O 2.10 3.52 -1.53
H 1.71 3.12 1.49
C 1.83 4.96 -1.88
C -2.35 2.11 -0.03
H 6.70 1.77 -3.24
H 3.87 3.17 -2.70
H 1.63 6.85 -0.88
O 4.78 1.39 -5.25
H 7.07 0.03 -3.18
H 4.73 0.97 -1.99
F 1.65 -3.41 -3.28
C -2.27 2.69 -2.26
H 2.87 0.76 1.00
H -0.37 2.72 3.20
C -2.60 0.94 -0.79
C 3.31 5.22 -2.18
H -2.86 -0.04 -0.39
F 2.25 -0.83 -3.15
F -1.42 -2.84 0.34
H 3.52 5.49 -3.21
C 0.35 1.97 2.86
In 0.90 1.82 -1.56
C 1.24 -1.27 -2.34
H 1.69 -1.09 2.58
H -2.23 3.30 -3.17
H 3.25 0.26 -4.36
C 1.41 5.78 -0.67
C 4.91 0.53 -2.99
H -0.16 5.09 -2.72
H 3.78 5.92 -1.49
C -0.19 -1.00 -0.52
C 1.42 2.18 1.94
H -2.06 4.25 -0.64
C 0.39 0.60 3.26
C 6.34 0.77 -3.52
H -0.26 0.11 3.98
C 0.88 5.08 -3.07
C 2.04 0.93 1.69
C 3.97 1.05 -4.12
C -2.17 3.21 -0.93
H 1.99 5.50 0.23
C 0.06 -3.17 -1.51
H 4.72 -0.55 -2.89
C 1.43 -0.04 2.53
F -0.21 -4.49 -1.52
H 6.82 1.18 -5.68
H 5.96 -0.35 -5.27
H 3.32 1.90 -3.85
C -2.50 1.29 -2.17
C 6.06 0.73 -5.03
H 1.00 4.26 -3.78
H 4.10 3.53 -0.93
C 0.65 -0.39 -1.44
H 0.34 5.71 -0.47
F -0.70 -0.30 0.53
*
```

## Properties
* HOMO level (alpha / beta): -6.4 / -6.4 eV
* energy relative to the best compared isomer or geometry (same formula, charge and spin): 1.977 eV
* orbital gap (alpha / beta): 3.869 / 3.833 eV
* LUMO level (alpha / beta): -2.572 / -2.585 eV

=====

# 7
The following is a quantum chemistry calculation of the molecule C2H3NOS3, from the Open Molecules 2025 dataset.

```
! wB97M-V def2-TZVPD RIJCOSX def2/J DEFGRID3
* xyz 0 1
S -0.39 -0.84 -2.51
H -1.76 -0.73 -2.36
S 0.59 2.33 0.66
H -0.03 -0.52 2.51
S -0.36 -1.88 0.69
O 0.24 0.46 2.44
H 0.30 1.08 -1.14
C 0.30 0.83 1.14
N 0.01 -0.01 -1.10
C 0.04 -0.36 0.14
*
```

## Properties
* HOMO level: -9.1 eV
* energy relative to the best compared isomer or geometry (same formula, charge and spin): 0.468 eV
* orbital gap: 7.928 eV
* structure (SMILES): OC(=S)C(=S)NS
* LUMO level: -1.171 eV

=====

# 8
The following is a quantum chemistry calculation of a cluster of 3 separate species, C16H25ClF6IO9PS in total, from the Open Molecules 2025 dataset.

```
! wB97M-V def2-TZVPD RIJCOSX def2/J DEFGRID3
* xyz 0 1
O -0.17 -1.83 0.35
H -2.32 0.21 -0.44
C -1.36 2.04 -4.49
C -5.25 -3.15 0.76
C 0.86 -0.56 -3.37
H 3.14 0.16 -1.27
H -0.64 0.10 1.08
C 3.45 4.06 3.51
F 1.52 2.71 3.36
F 3.02 2.13 4.80
F -4.46 -2.57 -0.15
C -5.28 -4.68 0.58
I -2.77 2.54 -2.95
H -5.26 -6.80 -1.40
O -1.59 2.28 -5.64
H 5.86 5.78 4.71
C 4.62 6.91 3.37
H -4.52 -7.06 0.99
H -0.77 -1.38 -2.29
C -3.90 -6.55 0.26
H -3.22 -0.67 0.81
F 1.77 3.85 5.17
C -2.39 -0.71 0.13
H 1.87 1.40 -1.32
C 2.42 3.18 4.22
C 0.00 -0.64 -2.11
H 2.88 1.53 1.27
O 3.61 4.08 2.32
H -0.53 0.29 -1.94
H 4.32 1.40 0.29
H -3.60 -6.45 -1.87
H 3.18 2.70 0.01
S 1.18 0.38 -5.96
F -6.46 -2.63 0.64
C 0.12 0.19 -4.47
F -4.78 -2.83 1.97
C 2.48 0.77 -0.67
O 4.14 4.75 4.40
C 3.27 1.66 0.28
H 1.84 -0.12 -3.21
O -6.27 -5.34 0.64
H -4.02 -8.06 -1.27
H 1.92 1.41 -5.54
C 5.18 5.60 3.88
C -4.22 -6.99 -1.15
O 1.86 -2.24 -1.11
O -0.23 1.48 -3.98
H -2.86 -6.77 0.50
H 4.04 7.40 4.15
H 5.42 7.57 3.05
H -1.35 -1.24 1.91
H 5.74 5.08 3.10
C -1.08 -0.88 0.92
H -2.51 -1.51 -0.58
P 0.91 -1.24 -0.66
Cl -1.30 -0.80 -4.92
O -4.04 -5.12 0.40
H 3.95 6.75 2.53
O 1.62 -0.05 0.14
H 0.99 -1.56 -3.75
*
```

## Properties
* HOMO level: -9.7 eV
* orbital gap: 9.745 eV
* structure (SMILES): CCOP(=O)(CC[C@@](S)(Cl)OC(=O)I)OCC.CCOC(=O)C(F)(F)F.CCOC(=O)C(F)(F)F
* LUMO level: 0.010 eV

=====

no.,largest force on an atom (eV Å⁻¹),calculated total energy (eV)
1,4.4,-25387.5248
2,7.7,-30937.9126
3,1.6,-14039.0858
4,4.8,-17467.0493
5,5.6,-89801.5591
6,3.3,-49225.6421
7,4.9,-38164.9370
8,1.7,-92479.3770